{
  "formula": "C9H18FO9Tl",
  "method": "ωB97M-V/def2-TZVPD",
  "spin_multiplicity": 1,
  "lumo_ev": -12.77,
  "charge": 2,
  "homo_lumo_gap_ev": 3.00,
  "energy_ha": -1302.431004,
  "symbols": ["Tl", "F", "C", "O", "C", "O", "O", "C", "H", "H", "H", "H", "H", "H", "C", "O", "C", "O", "O", "C", "H", "H", "H", "H", "H", "H", "C", "O", "C", "O", "O", "C", "H", "H", "H", "H", "H", "H"],
  "coordinates": [[0.142, 1.665, 0.674], [2.427, 1.273, -0.878], [-2.946, 4.859, -2.074], [-3.888, 4.067, -1.311], [-3.436, 3.186, -0.487], [-2.302, 2.961, -0.144], [-4.385, 2.451, 0.042], [-5.757, 2.689, -0.294], [-2.182, 5.255, -1.412], [-3.507, 5.685, -2.505], [-2.585, 4.310, -2.944], [-5.997, 3.754, -0.309], [-6.439, 2.220, 0.404], [-5.907, 2.327, -1.316], [5.663, -0.971, 2.457], [4.491, -0.092, 2.426], [3.589, -0.123, 1.532], [2.523, 0.405, 1.594], [3.860, -0.985, 0.536], [3.107, -0.792, -0.588], [5.280, -1.981, 2.570], [6.290, -0.639, 3.272], [6.177, -0.853, 1.506], [3.352, -1.577, -1.301], [3.194, 0.224, -1.083], [2.003, -0.844, -0.373], [0.242, -4.529, 1.531], [0.660, -3.158, 1.346], [0.281, -2.454, 0.334], [0.561, -1.260, 0.233], [-0.488, -3.094, -0.496], [-0.995, -2.465, -1.682], [0.416, -5.190, 0.680], [-0.842, -4.548, 1.662], [0.765, -4.881, 2.410], [-1.506, -3.193, -2.301], [-0.161, -2.042, -2.244], [-1.698, -1.660, -1.467]],
  "nbo_charge": [1.02, -0.34, -0.26, -0.48, 1.02, -0.74, -0.49, -0.27, 0.21, 0.22, 0.20, 0.21, 0.22, 0.19, -0.25, -0.43, 0.97, -0.55, -0.29, -0.05, 0.21, 0.25, 0.21, 0.26, 0.41, 0.34, -0.27, -0.45, 1.03, -0.67, -0.46, -0.26, 0.22, 0.22, 0.23, 0.24, 0.19, 0.21]
}